C5H6N2OS | ωB97M-V/def2-TZVPD

For the gap between HOMO and LUMO, the calculation gives 0.3376 Ha. Its total charge is 0. As for the SMILES: N#CN=[S@]1(=O)C=CCC1. The LUMO energy comes out at -0.00261 hartree. The HOMO energy is -9.26 eV. Its spin multiplicity is 1.

Positions of all 15 atoms, in Å:
N1 4.2838 -1.7676 0.2219
C1 3.9164 -0.6771 0.1769
N2 3.5068 0.5298 0.1768
S1 1.9415 0.8552 -0.1828
O1 1.7518 2.2060 -0.5206
C2 1.0195 0.5670 1.3989
C3 -0.2646 0.2065 1.1153
C4 -0.6375 -0.1082 -0.3304
C5 0.5850 -0.0713 -1.2352
H1 1.3538 0.7110 2.4679
H2 -1.0211 0.1873 1.8939
H3 -1.0142 -1.1134 -0.3394
H4 -1.4294 0.5561 -0.5932
H5 1.1217 -1.0264 -1.3443
H6 0.6003 0.2924 -2.2286

Atomic forces in eV per Å
N 0.5 -1.0 0.0
C 0.3 -2.1 0.2
N -3.2 3.0 -1.6
S 0.0 -1.7 3.1
O 0.3 2.5 -0.8
C -2.0 -0.8 -0.4
C 2.4 0.6 0.0
C 0.9 0.0 0.8
C 2.7 -1.3 1.8
H 0.2 0.1 -1.7
H 0.0 -0.3 -0.2
H -0.4 -0.5 -0.1
H -0.5 0.5 -0.6
H -0.8 -0.3 0.3
H -0.4 1.2 -0.7

Results of the natural (NBO) charge analysis, in e, for atoms 1 through 2: N -0.432; C 0.373


C9H11NS | ωB97M-V/def2-TZVPD

For the gap between HOMO and LUMO, the calculation gives 0.2550 Ha. Its total charge is 0. The LUMO energy comes out at -0.04900 hartree. The HOMO energy is -8.27 eV. Its spin multiplicity is 1.

Positions of all 22 atoms, in Å:
C1 2.3799 -1.9644 0.2319
C2 -2.5003 -1.1928 0.7481
C3 -1.6754 -0.3496 1.3298
C4 -2.1694 -1.7864 -0.5482
C5 -1.3392 -0.8513 -1.3841
C6 -0.3560 -0.0553 0.7193
C7 -0.1854 -0.2217 -0.5943
C8 3.4018 -1.0876 0.4367
C9 4.8451 1.2028 0.5073
N1 1.7928 -2.9885 0.0480
S1 3.0819 0.4879 0.3057
H1 -3.4137 -1.5717 1.2622
H2 -1.8045 0.0239 2.3903
H3 -1.6083 -2.7519 -0.5307
H4 -3.1805 -2.0934 -1.0933
H5 -1.0313 -1.2665 -2.3515
H6 -2.0373 0.0896 -1.7152
H7 0.3836 0.3925 1.3680
H8 0.6492 0.0551 -1.1454
H9 4.6795 2.3270 0.3402
H10 5.2671 0.8367 -0.4178
H11 5.4139 0.9472 1.3965

Atomic forces in eV per Å
C -2.0 -4.8 -0.7
C -1.5 -1.0 1.2
C 1.4 0.6 2.0
C -1.6 -1.8 -2.5
C -1.1 3.2 -1.1
C -0.6 0.5 -0.2
C -2.3 -1.3 0.6
C 0.6 1.0 0.1
C -2.0 1.7 -1.4
N 1.2 3.2 0.5
S 1.8 0.8 0.7
H 0.7 0.5 -0.4
H -0.2 -0.4 -1.5
H -0.3 0.4 0.7
H 2.1 0.8 0.9
H 0.1 -0.1 0.4
H 1.4 -1.9 0.7
H 0.2 0.1 -0.1
H 1.6 0.5 -0.7
H 0.5 -1.5 0.6
H 0.6 -0.1 0.1
H -0.4 -0.1 0.0

Results of the natural (NBO) charge analysis, in e, for atoms 1 through 2: C 0.114; C -0.166


C2H4N2O2S | ωB97M-V/def2-TZVPD

For the gap between HOMO and LUMO (alpha / beta), the calculation gives 0.2725 / 0.2582 Ha. Its total charge is 0. The LUMO energy (alpha / beta) comes out at -0.05934 / -0.06757 hartree. The HOMO energy (alpha / beta) is -9.03 / -8.87 eV. Its spin multiplicity is 1.

Positions of all 11 atoms, in Å:
C1 -1.4815 -1.4443 -0.0548
C2 -0.9702 -0.2590 0.2311
N1 1.7622 1.3175 0.1157
N2 -0.9730 1.0869 0.1764
O1 -1.3840 1.7953 1.1350
O2 -0.3098 1.5100 -0.8323
S1 1.7656 -0.1673 0.6564
H1 -0.8128 -2.2951 0.0014
H2 -2.4843 -1.7251 -0.2147
H3 1.7164 1.9748 0.8277
H4 1.5551 1.5831 -0.8231

Atomic forces in eV per Å
C 1.6 1.0 0.9
C 1.4 -1.8 0.0
N 1.1 -1.1 -0.1
N 0.0 0.7 0.1
O 0.8 -0.8 -1.6
O -2.0 0.5 1.1
S -1.7 -0.9 -0.5
H 0.1 0.0 0.2
H -1.2 0.4 -0.6
H -0.2 2.0 1.0
H 0.2 0.1 -0.5

Results of the natural (NBO) charge analysis, in e, for atoms 1 through 2: C -0.463; C 0.165


Let's list energy relative to the best compared isomer or geometry (same formula, charge and spin) in order: 382.24, 365.64, 718.91 kJ/mol.